Here is a 2-piece molecular cluster, C10H21N2OS overall at a distorted geometry from the Open Molecules 2025 dataset. Energies are from ωB97M-V/def2-TZVPD.

Structure (XYZ):
```
35
Properties=species:S:1:pos:R:3:forces:R:3:lowdin_charge:R:1
H -1.678 2.621 1.193 -1.0257 -1.2002 -2.1565 0.118
H 3.657 -0.887 -1.652 0.2635 -0.1072 0.6237 0.139
C 4.289 -2.208 0.755 -0.5267 2.3052 3.5545 -0.061
C 0.994 2.733 0.484 0.6503 -0.9518 -1.2758 -0.435
H -0.530 0.888 1.944 -0.5286 -1.2610 0.2126 0.098
H -2.135 0.125 2.154 -1.0069 0.4391 0.4789 0.076
H 0.481 -0.876 -0.051 0.2755 0.2693 0.4115 0.144
C -3.117 -0.602 -1.681 1.3249 0.5542 -0.2028 -0.011
H -0.912 -0.991 1.804 -0.0376 1.9328 -0.9605 0.135
H 0.489 3.654 0.732 0.1318 0.1895 0.2516 0.001
H 3.988 -3.149 0.526 -1.4237 -2.8304 -0.4385 0.035
H -0.557 1.182 -1.820 -0.2838 0.4108 0.1406 0.140
H -2.371 2.293 -0.628 -0.2730 1.1753 0.6500 0.086
H -4.299 -0.120 0.355 0.5731 -0.4759 0.0388 0.131
N 2.937 -0.885 -0.939 -3.1400 1.2268 -0.6214 0.017
H -3.639 0.374 -1.752 0.3146 -0.3399 -0.3525 0.091
C -1.260 0.107 1.563 3.7848 -0.6172 1.6845 -0.082
C 1.839 -0.087 -1.344 0.1761 0.3512 1.6026 -0.156
H -3.205 1.795 0.867 -1.7755 -0.2342 0.5575 0.050
H 5.131 -2.093 0.159 1.8232 0.8738 -0.8171 0.050
C -1.570 0.549 0.178 -1.6444 0.3183 -0.3502 -0.489
C -0.497 0.677 -0.869 1.6880 -0.5365 1.6090 -0.022
O -3.579 -0.746 0.571 -2.8996 0.2764 2.3974 -0.009
C -2.283 1.966 0.416 2.9824 -0.7113 -0.7669 -0.003
N 0.616 -0.117 -0.712 0.8944 -0.6939 -0.9699 0.049
H 3.546 -0.231 0.897 0.4662 1.8013 0.9640 0.059
H -3.890 -1.367 -1.727 0.2796 -0.1558 -0.2960 0.087
H 1.911 0.725 -2.109 0.1863 -1.4305 0.2380 0.129
H 2.287 -1.451 1.077 0.5310 0.3383 -0.7105 0.126
S 2.397 2.305 -0.066 -0.7123 0.7953 0.7659 0.796
C 3.208 -1.140 0.528 -0.2990 -2.0764 -1.2823 -0.206
H -2.338 -0.708 -2.506 -1.1563 0.1306 0.9412 0.101
H -1.942 -1.517 -0.011 0.2622 -0.3880 -0.6423 0.139
H 4.564 -2.187 1.912 -0.3840 -0.0100 -2.5578 0.143
C -2.531 -0.635 -0.248 0.5091 0.6321 -2.7211 -0.465
```
Forces are in eV/Å.

As for the charge: +1. The LUMO energy (spin up / spin down) comes out at -4.545 / -3.972 eV. For the total energy, the calculation gives -976.121848 Eh. Its multiplicity is 1. The strongest force on any atom is 4.3 eV Å⁻¹. Its energy above the lowest of the compared OMol25 structures with the same formula, charge and spin is 200.75 kJ/mol. As for the frontier orbital gap (spin up / spin down): 6.79 / 7.22 eV.

Here is the molecule C10H21N3O4 at a distorted geometry from the Open Molecules 2025 dataset. Energies are from ωB97M-V/def2-TZVPD.

Structure (XYZ):
```
38
Properties=species:S:1:pos:R:3:forces:R:3:lowdin_charge:R:1
O -5.040 1.054 -0.683 -1.4225 3.4483 -0.3847 0.164
C 4.201 -0.599 -0.141 -1.0856 2.9070 -1.5826 -0.183
N -0.070 1.663 0.356 0.8151 0.2739 -0.6816 0.011
H 4.079 -1.469 0.365 -0.8814 -3.1421 1.0715 0.054
C -3.529 0.374 1.725 3.8488 -0.2628 -3.9456 -0.341
C 4.783 -0.775 -1.532 0.4591 0.4920 -1.9205 -0.315
H -1.997 -0.944 2.725 -0.2428 2.2941 -1.8462 0.156
C -1.018 -0.394 -0.401 -1.2293 -0.4595 -1.2178 -0.468
H -4.245 -0.147 2.132 -3.7696 -2.6969 2.9648 0.092
H -0.115 1.233 1.314 1.3008 2.1332 -1.1372 0.075
C -2.199 0.207 2.426 1.0085 -1.1156 2.4950 -0.030
N 4.079 -1.845 -2.338 0.5046 -1.2666 1.5598 -0.023
C -3.350 -0.340 0.306 0.1651 2.9713 -0.7579 -0.082
C 2.806 0.179 -0.492 0.9592 -0.0021 1.0030 -0.189
O -4.086 1.658 1.489 2.1319 3.2169 1.4111 -0.035
N -2.149 0.401 -0.284 -0.6036 -5.0127 -0.0502 0.087
H -2.260 0.467 3.504 -0.0514 0.9311 -0.5398 0.079
H 5.867 -0.894 -1.590 0.1052 -0.1714 0.3562 0.090
H 2.833 0.173 -1.661 -0.8570 0.3865 2.4019 0.110
H 4.150 -1.754 -3.345 0.2859 0.1903 0.2658 0.050
H -1.956 1.367 -0.346 -0.4510 1.0066 0.5812 0.104
H -3.496 2.450 1.786 -1.3529 -2.3760 -0.6812 0.187
H 0.524 2.461 0.028 -0.4372 -1.0866 1.7623 0.117
O -1.010 -1.625 -0.536 -0.0156 2.1262 0.7535 0.057
H 1.269 -0.625 1.122 0.6193 0.6353 -0.9919 0.127
C -4.533 -0.089 -0.732 3.5015 -4.8228 1.5492 -0.559
H -4.556 1.553 0.062 -1.0022 -0.2685 -0.6320 0.084
H 2.995 1.174 -0.035 -0.3842 -0.0870 -0.8337 0.093
H 0.222 0.788 -1.599 0.5036 -0.1973 1.6528 0.181
C 1.437 -0.423 0.020 0.8246 1.7441 -0.7485 -0.125
H 1.586 -1.388 -0.424 -1.3755 -0.7335 -0.4496 0.087
H -1.322 0.763 1.930 -2.0865 -1.4620 1.2157 0.063
H 4.581 0.230 -2.062 0.5525 -1.5747 0.5138 0.117
H -3.169 -1.440 0.322 0.1866 1.1522 0.1435 0.160
O -4.731 -1.041 -1.446 -1.1868 0.8270 -0.6798 0.103
H 4.374 -2.849 -2.074 -0.4934 2.3940 -0.4911 0.102
C 0.190 0.519 -0.480 1.5034 -2.7868 -1.1481 -0.310
H 4.859 -0.073 0.588 -0.3474 0.3948 -0.9813 0.111
```
Forces are in eV/Å.

As for the structure (SMILES): C[C@@H](O)[C@H](NC(=O)[C@@H](N)CCCCN)C(=O)O. The LUMO energy comes out at 0.210 eV. For the total energy, the calculation gives -858.737562 Eh. Its multiplicity is 1. The strongest force on any atom is 6.2 eV Å⁻¹. Its energy above the lowest of the compared OMol25 structures with the same formula, charge and spin is 455.24 kJ/mol. As for the frontier orbital gap: 9.10 eV.

Here is the molecule C10H21N5O4 at a distorted geometry from the Open Molecules 2025 dataset. Energies are from ωB97M-V/def2-TZVPD.

Structure (XYZ):
```
40
Properties=species:S:1:pos:R:3:forces:R:3:lowdin_charge:R:1
O 1.208 2.668 -0.703 0.4702 0.3776 0.2491 0.154
C -5.874 -0.459 0.217 1.7351 -1.8606 0.6770 -0.576
H -1.931 -0.497 0.528 0.3681 -0.8451 0.5572 0.110
H -4.274 0.703 0.937 -0.9268 -0.5957 -0.7429 0.136
N -6.012 -1.741 0.029 0.8519 1.2616 -0.7273 0.074
H -6.702 1.395 0.700 -0.2351 -1.1780 -0.1865 0.102
H -7.788 -0.005 0.766 0.9964 0.4940 0.0235 0.109
H 4.983 0.869 -1.094 0.5404 0.3633 -0.3419 0.082
O 0.308 1.545 1.072 1.0196 0.2089 -0.2878 0.059
O 2.124 -2.216 0.897 1.3150 2.4511 -1.2668 0.024
H 3.966 -2.462 -0.179 0.5757 0.0587 -0.4952 0.068
H 1.046 0.549 -2.066 -1.2102 0.2096 1.5550 0.172
H 5.274 -0.608 1.149 -1.5762 -0.2792 -0.1151 0.161
O 5.530 0.529 -0.374 -1.8086 0.2986 -0.0004 -0.049
C -2.078 0.222 -0.243 0.0773 0.2857 -0.2390 -0.180
H 4.315 -1.492 -1.673 -0.1559 0.0308 0.1205 0.088
N 2.947 0.689 1.674 -1.0706 0.7656 1.9612 0.069
H -3.715 0.980 -1.416 0.4904 -1.0761 -0.2489 0.129
H -4.992 -1.999 -0.116 -1.8517 -0.3854 0.1414 0.051
C 2.181 -1.120 0.270 -2.3355 -1.4247 1.9202 -0.407
H -3.599 -0.815 -1.442 0.1325 -0.8819 -0.7053 0.101
N -6.830 0.375 0.748 -0.5627 0.2880 -0.3499 0.107
H 2.911 0.756 -0.321 0.5615 -0.4649 -0.1677 0.138
N 1.089 -0.867 -0.525 2.1360 2.5431 1.1541 0.128
N -4.554 0.039 0.191 1.1044 2.0724 2.0342 -0.035
C 4.636 -1.728 -0.652 0.1065 0.6050 1.0555 -0.029
C -3.502 0.040 -0.825 -0.7092 2.7156 0.0716 -0.198
C 0.807 1.672 -0.195 -1.9969 -1.3765 -0.5895 -0.505
C 3.177 0.002 0.444 0.9393 0.5245 -0.1346 -0.280
C 4.632 -0.430 0.248 2.2305 -1.9962 -1.1578 -0.333
C 0.508 0.399 -1.044 1.1766 -0.8254 -1.8727 -0.173
H 0.793 -1.774 -0.642 -2.5923 -1.9831 -0.8852 0.113
H -1.032 -0.818 -1.796 -0.1084 0.1204 -0.2205 0.119
H 3.678 1.343 1.890 0.3219 0.3172 -0.2013 0.104
C -1.021 0.177 -1.336 0.7946 -0.9978 -0.3511 -0.139
H -1.865 1.177 0.225 -0.9715 0.3845 0.3499 0.101
H 2.811 0.144 2.526 0.1732 -0.4667 -0.6294 0.118
H 1.138 1.450 1.597 -0.0061 0.0145 0.3974 0.091
H -1.296 0.880 -2.107 -0.0788 0.3265 -0.3252 0.117
H 5.651 -2.108 -0.708 0.0794 -0.0795 -0.0254 0.078
```
Forces are in eV/Å.

As for the structure (SMILES): [H]/N=C(/N)NCCC[C@H](NC(=O)[C@@H](N)[C@@H](C)O)C(=O)O. The LUMO energy comes out at 0.502 eV. For the total energy, the calculation gives -968.327485 Eh. Its multiplicity is 1. The strongest force on any atom is 3.5 eV Å⁻¹. Its energy above the lowest of the compared OMol25 structures with the same formula, charge and spin is 358.68 kJ/mol. As for the frontier orbital gap: 8.99 eV.

Here is a 2-piece molecular cluster, C10H21NO5P overall at a distorted geometry from the Open Molecules 2025 dataset. Energies are from ωB97M-V/def2-TZVPD.

Structure (XYZ):
```
38
Properties=species:S:1:pos:R:3:forces:R:3:lowdin_charge:R:1
H -1.167 -0.714 1.123 0.1200 -0.1742 0.2131 0.128
O 1.997 -0.484 -2.727 2.7155 -2.0644 -1.1627 -0.316
C -0.462 0.079 1.401 -0.3445 0.5038 0.0500 -0.186
H -3.365 4.547 3.251 -0.1387 0.0690 0.1792 0.082
H -3.133 2.993 4.124 -0.0014 0.0929 0.0587 0.084
C 1.943 -3.036 -4.216 1.4869 -1.0188 1.7938 -0.374
C 0.300 1.122 -0.589 -0.2421 -0.0296 -0.0183 -0.114
H 0.557 -0.321 1.351 -0.0443 0.0250 -0.0330 0.127
C -0.804 3.628 3.191 0.0694 -0.3648 -0.6596 -0.193
H 3.998 -3.432 -1.812 -0.6017 1.4228 -0.3142 0.043
C -0.649 -3.894 -3.869 -8.2112 0.5824 1.5856 -0.134
O -0.642 1.147 0.471 0.2834 0.0884 0.3925 -0.216
H 1.322 1.059 -0.201 0.0025 -0.1630 -0.1016 0.089
H 1.276 3.138 3.289 -0.1339 -0.0518 0.1017 0.123
H 1.299 -5.186 -3.469 -1.3774 1.7755 -1.2867 0.089
H -3.980 3.019 2.569 0.1506 0.1056 -0.0294 0.089
P 2.167 -2.221 -2.494 -1.5972 -1.1566 -0.7291 0.599
N 1.073 -2.668 -1.380 0.9191 2.3042 -1.0577 -0.252
H 0.552 2.672 1.764 -0.3017 0.0491 -0.0234 0.115
H 0.898 -4.815 -5.285 -0.0090 1.2592 2.2791 0.090
O 3.834 -2.456 -1.915 -1.5164 -0.1710 -0.7695 -0.329
O 0.268 1.393 3.389 -0.2987 0.2711 -0.2326 -0.134
H 2.638 -0.247 -3.487 -1.6030 -0.5746 1.5761 0.073
H -1.739 1.010 2.917 0.2166 0.0581 -0.2337 0.111
C -0.747 0.549 2.834 0.0053 -0.2526 -0.2603 -0.174
H -1.003 3.564 4.265 -0.0372 -0.0555 0.0135 0.120
C -3.169 3.477 3.142 0.3129 -0.1062 -0.4030 -0.116
H 0.210 2.058 -1.150 -0.1319 -0.1404 0.0895 0.089
H 0.094 0.283 -1.258 0.2486 0.1027 -0.0452 0.061
O -1.959 3.274 2.430 -0.1641 -0.0896 0.5417 -0.206
C 0.924 -4.320 -4.199 -0.6220 -0.0337 0.1394 -0.364
C 0.372 2.713 2.839 -0.0249 -0.1224 0.2916 -0.172
H -0.778 -0.342 3.471 0.2257 0.1080 -0.0451 0.123
H -3.120 -3.283 -3.473 3.3474 -1.2390 -0.3661 0.020
H 0.544 -1.780 -1.141 0.6766 -1.4667 -0.1303 -0.060
C -2.016 -3.717 -3.609 8.4852 -0.4277 -1.9538 -0.027
H -0.549 4.662 2.936 0.1836 0.1073 0.1513 0.121
H 3.015 -3.474 -4.487 -2.0479 0.7775 0.3988 -0.006
```
Forces are in eV/Å.

As for the charge: -1. The LUMO energy comes out at 2.663 eV. For the total energy, the calculation gives -1165.709360 Eh. Its multiplicity is 1. The strongest force on any atom is 8.7 eV Å⁻¹. As for the frontier orbital gap: 5.91 eV.

Here is a 2-piece molecular cluster, C10H21O3Si overall at a distorted geometry from the Open Molecules 2025 dataset. Energies are from ωB97M-V/def2-TZVPD.

Structure (XYZ):
```
35
Properties=species:S:1:pos:R:3:forces:R:3:lowdin_charge:R:1
H 1.493 -3.055 3.628 -1.2874 -0.1246 0.5052 0.098
O 2.155 -0.788 -0.227 0.8128 1.3615 0.2650 -0.101
H 1.156 -0.457 3.517 1.9302 2.3138 0.5991 0.054
C 0.673 -2.416 4.076 -2.0925 -1.5901 -5.6699 -0.091
H -1.371 0.351 -4.181 -0.8428 -0.0207 -1.4054 0.034
H -3.044 -1.957 0.580 -2.3499 -2.2626 -0.3883 0.025
H -0.058 3.446 -2.489 0.0086 -0.0974 -1.1750 0.045
C 0.360 4.029 -1.681 0.3063 -0.3729 -1.9867 -0.241
C -0.441 0.555 -3.728 0.2472 3.5009 1.8727 -0.118
H -0.392 -2.815 4.041 1.6785 -0.4820 0.5629 0.092
C -0.769 0.483 -2.216 0.4422 4.0060 1.6120 -0.272
H -1.494 -0.314 -2.145 0.3347 -0.7905 0.7731 0.072
H 2.642 2.168 -1.405 0.7188 0.0747 -0.0176 -0.031
H 0.223 -0.237 -3.786 1.5129 -1.4673 -1.0354 0.034
H -2.834 -0.621 1.849 0.6458 -1.5801 -2.0921 0.133
O 0.540 3.153 -0.675 -0.4412 -0.0459 2.9472 -0.376
H 0.048 1.596 -4.029 -1.0380 -2.3077 0.4325 0.103
C -1.149 -1.974 1.519 2.7824 0.9654 -2.2127 -0.239
H -1.426 -2.740 2.179 -0.3747 -0.9275 1.3158 0.064
C 0.589 -1.226 3.164 -1.1401 -0.0779 -0.7297 -0.179
H 1.980 1.890 0.866 -0.0973 -0.3458 0.2141 -0.030
C -0.150 -0.960 2.082 -1.1692 -4.3462 2.4829 -0.103
C -2.373 -1.292 0.955 0.2078 1.4894 4.4676 -0.093
C 0.513 0.492 -1.294 -1.4495 -1.0095 -0.5819 -0.287
H -1.365 1.416 -1.795 0.7819 -1.4211 -1.3004 0.113
H -0.447 4.780 -1.573 0.8243 0.2206 0.8288 0.081
C 0.963 -0.776 -1.071 1.9100 -1.3195 1.7814 -0.665
H -2.271 -0.681 0.145 1.2464 2.1148 -1.9983 0.017
H 1.369 4.373 -1.996 -0.7711 0.7496 -0.1653 0.082
O 0.622 -1.910 -1.359 -1.2863 -1.1038 -0.9691 -0.030
H 1.011 -2.143 4.963 1.0097 1.1823 4.2142 -0.001
H -0.119 -0.103 1.546 0.4793 2.7954 -1.3747 0.055
Si 1.516 1.803 -0.529 -1.2207 0.1956 -1.3484 0.541
H 2.306 -1.581 0.314 -0.7685 0.1958 -0.7516 0.083
H -0.457 -2.487 0.755 -1.5505 0.5273 0.3281 0.130
```
Forces are in eV/Å.

As for the charge: -1. The LUMO energy comes out at 3.389 eV. For the total energy, the calculation gives -908.784084 Eh. Its multiplicity is 1. The strongest force on any atom is 6.2 eV Å⁻¹. Its energy above the lowest of the compared OMol25 structures with the same formula, charge and spin is 97.45 kJ/mol. As for the frontier orbital gap: 6.64 eV.

Here is a 2-piece molecular cluster, C10H22BBrNO overall from the Open Molecules 2025 dataset. Energies are from ωB97M-V/def2-TZVPD.

Structure (XYZ):
```
36
Properties=species:S:1:pos:R:3:forces:R:3:lowdin_charge:R:1
C 1.677 0.731 -1.444 0.0201 0.0283 -0.0003 -0.078
C -0.664 -0.138 -0.755 -0.0037 -0.0582 0.0927 -0.116
C 1.360 3.568 1.716 0.0624 -0.2318 -0.3581 -0.240
C -2.920 -2.145 0.146 0.0114 -0.0236 -0.0102 -0.140
H 0.658 4.133 1.092 0.2170 -0.1960 0.1201 0.093
C -1.176 -2.482 -1.489 0.0412 -0.0109 0.0312 -0.073
H 0.711 -3.036 0.411 0.0068 0.0213 -0.0239 0.116
H 1.187 2.475 1.639 -0.1022 0.3982 0.1143 0.099
C -2.493 -3.077 -0.988 0.0060 0.0476 0.0144 -0.129
H -2.333 -4.086 -0.607 0.0050 0.0116 0.0069 0.125
B 1.278 3.971 3.249 0.0426 -0.0306 -0.0807 0.043
C 0.748 -2.018 0.027 -0.0206 -0.0256 0.0264 0.019
H 0.341 -0.492 -2.641 0.0162 0.0120 -0.0082 0.113
H 1.390 -1.980 -0.847 -0.0170 0.0087 0.0039 0.101
H -1.584 -0.924 1.427 -0.0099 -0.0257 0.0023 0.138
H -0.212 1.128 -2.365 0.0097 -0.0100 0.0028 0.124
H -0.444 0.427 0.153 -0.0065 -0.0399 -0.0088 0.129
Br 3.150 5.612 0.791 0.0039 0.2101 -0.1105 0.745
H -3.225 -3.138 -1.790 0.0062 -0.0076 0.0145 0.126
H -1.701 0.052 -1.027 0.0239 0.0115 0.0047 0.134
H -3.412 -1.248 -0.232 0.0053 -0.0045 -0.0058 0.119
H 1.625 1.437 -0.613 0.0036 -0.0035 -0.0183 0.063
H -1.312 -1.843 -2.358 -0.0195 -0.0046 0.0150 0.127
H -0.425 -3.231 -1.729 -0.0241 0.0160 -0.0045 0.135
H 0.488 4.772 3.620 -0.0296 -0.0423 0.0178 0.033
N -0.632 -1.606 -0.356 0.0399 0.0935 -0.1062 -0.263
H 1.126 -1.343 0.793 -0.0307 -0.0198 0.0010 0.121
H 2.175 1.237 -2.269 -0.0083 -0.0047 0.0115 0.090
C 0.281 0.286 -1.876 -0.0481 -0.0672 -0.0415 -0.211
H 2.323 -0.091 -1.142 -0.0012 0.0134 0.0252 0.067
C -1.595 -1.813 0.800 0.0459 0.0292 0.0051 -0.098
H -3.599 -2.619 0.853 0.0058 0.0015 -0.0152 0.130
H 2.010 3.428 4.010 0.0275 0.0396 0.0045 0.043
H -1.223 -2.660 1.376 -0.0219 0.0148 -0.0180 0.139
C 2.778 3.756 1.227 -0.4025 0.3083 0.4755 -0.873
O 3.642 2.957 1.198 0.1457 -0.4589 -0.1793 0.052
```
Forces are in eV/Å.

As for the charge: +1. The LUMO energy comes out at -2.617 eV. For the total energy, the calculation gives -3122.819386 Eh. Its multiplicity is 1. The strongest force on any atom is 0.7 eV Å⁻¹. As for the frontier orbital gap: 9.97 eV.